1.
# C5H15NO

A 2-piece molecular cluster, C5H15NO overall at a distorted geometry (ωB97M-V/def2-TZVPD, the Open Molecules 2025 dataset).

## Properties
LUMO level (spin up / spin down) in eV: 3.4 / 3.2
Net charge: -1
2S+1: 2
Calculated total energy in Eh: -329.433751
Kohn-Sham gap (spin up / spin down) in eV: 2.1 / 8.8

Cartesian coordinates (Å):
C: 1.32 -0.16 0.31
C: 0.15 -0.99 -0.27
N: -0.73 -0.34 -1.22
C: -2.07 0.88 0.42
C: -1.26 0.97 -0.86
C: -2.07 1.52 -2.05
H: 2.14 -0.86 0.50
H: 1.03 0.40 1.21
H: 1.69 0.54 -0.45
H: 0.53 -1.91 -0.71
H: -0.45 -1.34 0.56
H: -0.43 -0.35 -2.18
H: -2.58 1.83 0.61
H: -2.80 0.09 0.33
H: -1.43 0.71 1.28
H: -0.43 1.66 -0.72
H: -2.25 0.73 -2.78
H: -3.08 1.79 -1.74
H: -1.57 2.33 -2.57
H: 5.37 -2.03 3.29
H: 4.02 -2.60 3.66
O: 4.91 -2.88 3.40

2.
# C5H15NO

A 2-piece molecular cluster, C5H15NO overall at a distorted geometry (ωB97M-V/def2-TZVPD, the Open Molecules 2025 dataset).

## Properties
LUMO level (spin up / spin down) in eV: 3.4 / 3.4
Net charge: -1
2S+1: 2
Calculated total energy in Eh: -329.400140
Kohn-Sham gap (spin up / spin down) in eV: 2.3 / 8.6

Cartesian coordinates (Å):
C: -0.15 2.12 0.67
C: -0.24 0.80 1.47
N: 0.57 -0.29 0.99
C: -0.67 -2.48 1.21
C: -0.07 -1.43 0.30
C: 0.94 -2.12 -0.65
H: 0.43 2.16 -0.26
H: 0.58 2.82 1.12
H: -1.13 2.57 0.67
H: -0.17 0.90 2.55
H: -1.28 0.49 1.30
H: 1.46 -0.10 0.60
H: -1.62 -2.85 0.79
H: -0.04 -3.37 1.18
H: -0.72 -2.27 2.27
H: -0.72 -0.87 -0.39
H: 0.39 -2.70 -1.40
H: 1.53 -1.43 -1.26
H: 1.61 -2.83 -0.18
H: -0.62 4.36 -3.84
H: 0.35 3.14 -3.31
O: -0.42 3.40 -3.85

3.
# C5H15NO

C5H15NO as an isolated structure at a distorted geometry (ωB97M-V/def2-TZVPD, the Open Molecules 2025 dataset).

## Properties
LUMO level in eV: 0.8
Calculated total energy in Eh: -329.390561
Kohn-Sham gap in eV: 8.6

Cartesian coordinates (Å):
C: -1.80 0.93 0.66
C: -1.56 -0.48 -0.66
C: -1.60 -1.76 0.17
O: -1.34 2.12 0.36
H: -0.07 1.95 -0.09
H: -2.89 0.83 0.70
H: -1.31 0.43 1.51
H: -2.50 -0.34 -1.19
H: -0.88 -0.63 -1.51
H: -2.36 -1.70 0.95
H: -0.64 -1.94 0.67
H: -1.83 -2.64 -0.44
C: 1.86 0.77 0.40
C: 2.57 -0.49 -0.09
N: 0.84 1.25 -0.56
H: 1.26 1.57 -1.43
H: 0.10 0.44 -0.73
H: 2.58 1.57 0.58
H: 1.34 0.56 1.33
H: 3.28 -0.84 0.66
H: 3.11 -0.30 -1.02
H: 1.85 -1.29 -0.28

4.
# C5H15NO

A 2-piece molecular cluster, C5H15NO overall at a distorted geometry (ωB97M-V/def2-TZVPD, the Open Molecules 2025 dataset).

## Properties
LUMO level in eV: 0.8
Calculated total energy in Eh: -329.405056
Kohn-Sham gap in eV: 9.4

Cartesian coordinates (Å):
C: -1.21 0.79 2.00
C: -0.52 0.86 0.47
C: 0.92 0.18 0.61
C: 1.34 -1.15 -0.07
C: 0.36 -2.32 0.34
N: -0.72 2.09 -0.25
H: -2.30 1.09 1.82
H: -0.69 1.50 2.75
H: -1.28 -0.22 2.54
H: -1.04 0.02 -0.15
H: 1.22 0.28 1.71
H: 1.61 1.10 0.22
H: 2.52 -1.27 0.02
H: 1.03 -1.07 -1.04
H: -0.64 -1.89 0.36
H: 0.46 -2.68 1.48
H: 0.43 -3.29 -0.22
H: -1.50 2.24 -0.91
H: -0.42 2.91 0.31
H: 0.88 0.44 -4.16
H: -0.51 -0.03 -4.20
O: 0.05 0.39 -3.64

Energy relative to the best compared isomer or geometry (same formula, charge and spin) (kcal/mol)
12.2; 33.3; 73.4; 64.3